Formula: C36H29F5LiN3SbSi
Source: OMol25
Level of theory: the ωB97M-V functional and the def2-TZVPD basis

Each line ends with the Mulliken charge.
CARTESIAN COORDINATES (ANGSTROEM)
Li -0.46962 0.06107 0.79440  0.14
C -1.79472 -2.86882 -0.53723  -0.42
C -0.67773 -3.15953 0.41831  0.73
C -0.03130 -4.39389 0.41085  -0.83
C 0.98753 -4.63228 1.31516  -0.45
C 1.31252 -3.64318 2.23199  -1.02
C 0.61844 -2.44145 2.18647  -0.09
N -0.33149 -2.19851 1.28086  0.36
Sb 0.98140 -0.98256 3.72901  0.72
C 2.08373 0.38701 2.48039  -0.14
C 3.41883 0.57639 2.81100  -0.85
C 4.15864 1.49827 2.08642  -0.58
C 3.52349 2.20291 1.08332  -0.82
C 2.17926 1.95916 0.80203  0.65
C 1.49016 2.74584 -0.26885  -0.86
N 1.47855 1.04474 1.48824  0.81
C -1.01347 -0.16041 3.82518  0.15
C -1.41422 0.37172 5.04677  -0.76
C -2.73932 0.74310 5.19489  -0.58
C -3.60971 0.55593 4.13246  -0.78
C -3.12995 0.01696 2.94200  0.55
C -4.02968 -0.24211 1.77368  -0.91
N -1.84524 -0.32456 2.80809  0.41
H -2.58898 -3.61140 -0.43022  0.54
H -1.43091 -2.90780 -1.56486  -0.19
H -2.18799 -1.87301 -0.34666  -0.36
H -0.32526 -5.15197 -0.30399  0.48
H 1.50069 -5.58633 1.32384  0.40
H 2.08363 -3.79924 2.97655  0.39
H 3.86327 0.00341 3.61556  0.40
H 5.20501 1.67256 2.30470  0.40
H 4.06078 2.94255 0.50385  0.48
H 2.15811 2.92323 -1.11169  0.31
H 1.18135 3.70996 0.14435  0.45
H 0.60426 2.21834 -0.61271  -0.49
H -0.69876 0.49580 5.85029  0.39
H -3.09735 1.14415 6.13529  0.39
H -4.65460 0.82395 4.22275  0.41
H -5.01122 0.20574 1.92411  0.36
H -4.14720 -1.31839 1.62810  0.28
H -3.56535 0.16734 0.87704  -0.05
C 4.35682 1.72691 -3.25786  -0.42
C 3.19469 2.35587 -3.68617  -0.52
C 1.95222 1.82144 -3.37123  -0.49
C 1.81483 0.65340 -2.61151  0.11
C 3.00373 0.05172 -2.18403  -0.09
C 4.25306 0.56352 -2.50678  -0.77
Si 0.08841 0.00401 -2.06308  1.11
C -0.12583 -1.58314 -3.13080  -0.12
C 0.79724 -2.63317 -3.18449  0.02
C 0.53671 -3.81126 -3.87240  -0.74
C -0.67187 -3.98542 -4.53385  -0.42
C -1.60962 -2.96084 -4.49752  -0.61
C -1.33571 -1.78773 -3.80999  -0.18
H 5.33023 2.14099 -3.49421  0.35
H 3.25596 3.26322 -4.27795  0.37
H 1.05923 2.32619 -3.72508  0.28
H 2.95184 -0.83226 -1.55416  0.30
H 5.15265 0.06161 -2.16569  0.37
H -0.72475 0.92609 -2.94256  -0.53
H 1.74620 -2.53718 -2.66698  0.22
H 1.28280 -4.59881 -3.90079  0.38
H -0.87438 -4.90558 -5.06957  0.36
H -2.55503 -3.07251 -5.01818  0.38
H -2.08355 -1.00059 -3.78303  0.31
F -0.71612 2.57661 2.74907  -0.44
C -1.44733 2.87360 1.62719  0.02
C -1.74041 1.88456 0.70640  0.25
C -2.52858 2.34732 -0.33082  -0.22
F -2.99785 1.45834 -1.25324  -0.44
C -2.93130 3.65898 -0.51352  0.13
F -3.68012 4.03826 -1.56742  -0.35
C -2.56715 4.60306 0.42859  0.71
F -2.94972 5.88488 0.29685  -0.36
C -1.83182 4.19986 1.52565  0.35
F -1.50108 5.11336 2.46742  -0.38

Cartesian forces, eV/Å:
-0.281 0.207 -0.235
0.117 -0.048 0.052
-0.035 0.115 -0.055
0.144 -0.118 0.102
-0.125 0.009 -0.098
0.012 0.029 0.080
-0.074 -0.130 0.085
0.217 0.061 -0.239
0.210 -0.103 0.032
-0.067 0.115 0.176
-0.052 -0.111 0.061
-0.101 0.090 -0.151
0.182 -0.028 0.124
-0.086 -0.106 -0.085
0.029 0.085 0.191
-0.052 -0.129 -0.172
0.073 -0.112 0.112
0.054 0.047 -0.033
-0.028 -0.052 -0.049
0.059 0.039 0.062
-0.040 -0.002 0.189
0.119 -0.026 0.010
-0.043 -0.001 -0.055
-0.019 0.010 0.032
-0.080 -0.034 0.090
-0.060 0.013 -0.053
-0.025 0.037 -0.029
0.036 0.018 -0.018
-0.021 -0.026 0.011
0.012 0.050 0.025
0.009 -0.018 0.012
-0.035 -0.017 -0.047
-0.018 0.019 0.139
-0.068 0.019 0.001
-0.053 0.055 0.010
-0.037 -0.028 0.035
0.009 0.069 -0.025
-0.004 -0.008 -0.024
-0.006 0.001 -0.041
-0.011 -0.003 0.017
-0.059 0.011 -0.026
0.024 0.004 0.062
-0.032 0.024 -0.047
0.057 -0.065 -0.195
0.056 -0.132 -0.133
-0.038 -0.015 0.083
0.083 0.040 -0.016
0.082 -0.165 0.160
0.024 0.086 -0.179
0.019 -0.005 0.060
0.002 -0.031 -0.024
0.017 -0.045 0.016
-0.044 -0.005 -0.038
0.019 0.053 -0.022
-0.011 -0.006 -0.035
0.007 0.004 0.018
-0.007 -0.022 0.013
0.002 -0.011 0.005
-0.022 0.000 0.028
-0.061 0.037 0.057
0.030 0.023 -0.007
0.002 0.009 0.027
-0.019 0.018 -0.011
0.000 -0.014 0.025
0.010 -0.009 -0.052
0.057 0.037 0.055
-0.107 -0.228 -0.362
-0.117 0.607 0.134
0.216 -0.284 0.257
-0.049 0.019 -0.145
-0.002 -0.043 -0.007
-0.061 0.043 -0.050
-0.005 -0.113 0.019
-0.036 0.107 -0.014
0.109 0.057 0.119
-0.008 0.026 -0.017

Computed properties:
net charge = -1
lowest unoccupied orbital energy = 2.33 eV
Kohn-Sham gap = 0.206 Ha
energy = -2590.12366 a.u.
HOMO energy = -0.120 hartree



Formula: C36H29N5O5PSV
Source: OMol25
Level of theory: the ωB97M-V functional and the def2-TZVPD basis

Each line ends with the Mulliken spin population.
CARTESIAN COORDINATES (ANGSTROEM)
V -0.11730 -0.37206 -0.67813  2.10
N 2.01122 -0.68058 -0.97356  -0.02
C 2.91146 -0.56954 0.18122  0.05
C 4.28203 -0.53889 -0.01729  0.00
C 5.12663 -0.43263 1.07693  0.00
C 4.60628 -0.35584 2.36417  0.00
C 3.23573 -0.38435 2.55931  0.00
C 2.37500 -0.49828 1.46732  -0.04
P 0.57715 -0.51286 1.67420  -0.08
C 0.14837 0.70683 2.92526  0.00
C -0.10453 0.31445 4.23955  0.00
C -0.36556 1.27684 5.20457  0.00
C -0.37443 2.62079 4.86372  0.00
C -0.12082 3.01417 3.55545  0.00
C 0.13844 2.06119 2.58570  0.00
C 0.08553 -2.14030 2.28408  -0.01
C -1.27237 -2.36589 2.53398  0.01
C -1.70554 -3.62820 2.90540  0.00
C -0.79170 -4.67159 3.02010  0.00
C 0.55436 -4.45046 2.77179  0.00
C 0.99847 -3.18531 2.40236  0.00
H 2.12939 -1.60800 -1.38989  0.01
H 2.34783 -0.06453 -1.71920  0.01
H 4.69106 -0.60101 -1.01941  0.00
H 6.19621 -0.40605 0.92185  0.00
H 5.27001 -0.26779 3.21252  0.00
H 2.82581 -0.30638 3.55897  0.00
H -0.09773 -0.73275 4.51123  0.00
H -0.55868 0.97342 6.22420  0.00
H -0.57638 3.36648 5.62029  0.00
H -0.12155 4.06403 3.29576  0.00
H 0.35194 2.37282 1.57140  0.00
H -1.98044 -1.54537 2.46961  -0.01
H -2.75199 -3.79983 3.11888  0.00
H -1.13175 -5.65501 3.31469  0.00
H 1.26469 -5.25936 2.87588  0.00
H 2.05329 -3.01590 2.22318  0.00
O -4.27839 5.93493 -1.47789  0.00
N -3.11655 5.64017 -1.37658  0.00
O -2.19054 6.41739 -1.30451  0.00
C -2.80687 4.18788 -1.22283  0.00
C -3.87358 3.37776 -1.10216  0.00
C -3.71127 1.97093 -0.89550  -0.01
C -4.79752 1.08601 -0.77129  0.01
C -4.55174 -0.24841 -0.56663  0.00
C -3.23104 -0.68654 -0.47802  0.03
N -2.18695 0.12589 -0.58709  0.00
C -2.42483 1.44757 -0.81114  0.01
C -1.28454 2.31312 -0.97868  -0.01
N -0.05963 1.71002 -0.92407  -0.06
C 1.02719 2.45831 -1.07628  0.02
C 0.96044 3.82466 -1.31592  0.00
C -0.26376 4.44405 -1.37828  0.00
C -1.44626 3.68823 -1.18773  0.00
H -4.86615 3.80610 -1.14986  0.00
H -5.80947 1.46281 -0.84267  0.00
H -5.35717 -0.96244 -0.47740  0.00
H -3.02004 -1.73679 -0.31842  0.00
H 1.98782 1.96454 -0.99925  -0.01
H 1.87102 4.38835 -1.45773  0.00
H -0.32650 5.50160 -1.57076  0.00
N -0.35983 -2.49536 -0.76800  0.01
C -0.07754 -2.40280 -2.20328  -0.03
C -0.44254 -1.22799 -2.88987  -0.01
C 0.13629 -0.94758 -4.12785  0.02
C 1.04588 -1.82317 -4.67245  -0.01
C 1.31348 -3.05004 -4.04517  -0.01
C 0.76080 -3.33245 -2.80441  0.01
S 1.95678 -1.31638 -6.13926  0.00
O 2.27940 -2.55592 -6.79286  0.00
O 3.05297 -0.65833 -5.43501  0.00
O 1.03714 -0.42961 -6.80947  0.00
H 0.44643 -2.93906 -0.32296  0.01
H -1.14956 -3.04274 -0.42270  0.01
H -1.25311 -0.58538 -2.55085  -0.02
H -0.11946 -0.05317 -4.68359  0.00
H 1.99010 -3.74243 -4.52908  0.00
H 1.02897 -4.23593 -2.26856  0.00

Cartesian forces, eV/Å:
0.068 -0.197 -0.661
0.060 0.094 0.057
-0.019 0.052 0.117
-0.010 -0.012 -0.069
-0.005 0.001 0.066
-0.015 -0.004 -0.028
0.009 0.001 -0.007
-0.076 0.048 -0.098
0.243 -0.148 0.030
-0.062 -0.009 -0.031
-0.016 0.019 -0.030
0.009 -0.043 -0.009
-0.006 0.014 0.005
0.006 0.005 -0.028
-0.005 -0.016 0.035
0.021 0.006 -0.002
0.035 0.010 -0.008
-0.005 0.017 -0.002
0.009 -0.003 -0.005
-0.001 -0.009 0.002
-0.013 0.020 -0.012
0.013 0.021 -0.072
-0.026 -0.081 -0.011
-0.003 0.009 -0.010
0.016 -0.001 0.002
0.013 0.004 0.013
0.011 0.000 0.014
0.002 -0.011 0.021
0.001 -0.001 0.010
-0.003 0.010 0.007
0.002 0.011 0.001
0.007 0.027 -0.016
-0.019 -0.012 0.000
-0.010 -0.002 0.007
-0.001 -0.007 0.001
0.008 -0.002 0.001
0.012 -0.006 0.006
-0.040 0.020 -0.211
-0.025 -0.008 0.474
0.075 0.031 -0.131
0.090 -0.070 -0.127
-0.057 -0.055 0.031
0.035 0.057 -0.027
0.031 0.004 0.018
-0.021 -0.019 -0.004
-0.021 -0.081 0.082
-0.027 0.125 0.084
0.145 0.039 0.062
-0.018 -0.133 0.049
-0.074 0.042 -0.009
0.043 -0.010 -0.005
-0.007 0.041 -0.014
-0.025 -0.050 0.004
-0.015 0.094 -0.062
0.011 -0.006 -0.010
-0.025 0.004 -0.001
-0.004 -0.014 0.006
0.002 0.032 0.028
-0.017 -0.001 -0.001
0.013 -0.005 -0.003
-0.013 0.017 0.002
0.292 0.101 0.173
-0.367 -0.278 0.232
0.109 -0.009 0.212
-0.298 0.165 0.293
0.100 -0.481 -0.115
-0.122 0.260 0.111
0.430 0.236 0.044
0.239 0.139 0.072
0.026 0.014 0.022
-0.045 -0.021 -0.015
0.017 0.010 0.034
-0.185 -0.051 0.061
-0.197 0.224 -0.446
-0.226 -0.058 -0.058
-0.024 -0.017 -0.041
-0.022 -0.030 -0.085
-0.038 -0.060 -0.028

Computed properties:
net charge = +2
lowest unoccupied orbital energy (spin up / spin down) = -8.40 / -7.79 eV
ΔE to the lowest compared entry with this formula, charge and spin = 0.422 eV
Kohn-Sham gap (spin up / spin down) = 0.149 / 0.172 Ha
energy = -3722.20200 a.u.
HOMO energy (spin up / spin down) = -0.458 / -0.458 hartree
2S+1 = 3



Formula: C36H29N7O3RuS2
Source: OMol25
Level of theory: the ωB97M-V functional and the def2-TZVPD basis

Each line ends with the Mulliken spin population.
CARTESIAN COORDINATES (ANGSTROEM)
Ru 0.59049 -0.63646 -0.59139  1.28
C 0.32356 -1.47207 4.08193  0.00
O -0.94188 -0.91606 3.63732  0.00
C -0.80831 -0.68804 2.33870  -0.01
N 0.30649 -0.96750 1.79234  0.00
C 1.14350 -1.65614 2.77486  0.01
C 1.38428 -3.13267 2.44976  -0.01
C 1.06691 -3.71896 1.23040  0.01
C 1.33282 -5.05845 0.99225  0.00
C 1.91657 -5.83801 1.97743  0.00
C 2.21970 -5.27092 3.20500  0.00
C 1.95666 -3.93020 3.43692  0.00
C -1.93661 -0.24309 1.50863  0.00
C -3.20640 0.13956 1.92066  0.00
C -4.16843 0.33732 0.93983  0.00
C -3.86724 0.09274 -0.39681  0.00
C -2.57517 -0.30453 -0.70386  -0.04
N -1.64251 -0.40352 0.23200  0.01
C -2.09573 -0.90600 -1.96122  0.03
N -1.14651 -1.76328 -1.88730  0.01
C -1.03163 -2.39343 -3.22518  -0.01
C -1.87952 -1.45095 -4.10336  0.00
O -2.65863 -0.68490 -3.14459  0.00
C 0.39446 -2.65639 -3.64545  0.00
C 1.30376 -1.61724 -3.83464  0.00
C 2.62723 -1.89802 -4.15431  0.01
C 3.05621 -3.21033 -4.26744  0.00
C 2.15106 -4.24614 -4.09335  0.00
C 0.82674 -3.96939 -3.78671  0.00
H 0.11460 -2.41285 4.58426  0.00
H 0.77620 -0.76920 4.77828  0.00
H 2.10751 -1.14522 2.83369  0.00
H 0.58679 -3.15244 0.44520  0.00
H 1.07455 -5.49087 0.03373  0.00
H 2.13328 -6.88130 1.79090  0.00
H 2.65982 -5.87354 3.98855  0.00
H 2.21675 -3.49263 4.39454  0.00
H -3.43643 0.24871 2.97111  0.00
H -5.17026 0.63306 1.21926  0.00
H -4.61985 0.16950 -1.16982  0.00
H -1.52856 -3.36400 -3.13886  0.00
H -2.56981 -1.96677 -4.76304  0.00
H -1.26657 -0.75731 -4.68144  0.00
H 0.96803 -0.58961 -3.84475  0.00
H 3.32056 -1.08413 -4.31472  0.00
H 4.09000 -3.42458 -4.50311  0.00
H 2.47351 -5.27359 -4.20030  0.00
H 0.12099 -4.78181 -3.65748  0.00
S 3.01354 -0.97795 -0.40058  -0.05
C 3.64888 0.12410 0.77573  -0.02
C 4.98555 -0.03268 1.15513  0.02
C 5.56254 0.79536 2.10018  -0.01
C 6.95116 0.66760 2.41403  0.00
N 8.07467 0.56879 2.63290  -0.01
C 4.77794 1.78166 2.73532  0.02
C 3.45559 1.93930 2.36354  -0.01
C 2.89211 1.15429 1.35181  0.06
S 1.30911 1.54597 0.78934  -0.33
C 5.33858 2.61096 3.75577  0.00
N 5.76614 3.27955 4.58683  0.01
H 5.56770 -0.81265 0.68188  0.00
H 2.84779 2.69469 2.84460  0.00
N 0.14476 1.10022 -1.98316  -0.01
C -0.17414 2.20297 -2.14331  0.02
N -0.53691 3.43693 -2.32193  0.01
C -1.96101 3.78850 -2.40032  0.00
C -2.27249 4.21389 -3.83072  0.00
O -1.42588 5.27253 -4.22399  0.00
C -0.05960 4.90545 -4.20454  0.00
C 0.37747 4.47731 -2.80691  0.00
H -2.13993 4.62495 -1.72180  0.00
H -2.56717 2.93655 -2.09597  0.00
H -3.29559 4.57779 -3.90713  0.00
H -2.14792 3.35362 -4.50348  0.00
H 0.50265 5.78291 -4.51758  0.00
H 0.12541 4.08920 -4.91581  0.00
H 0.31711 5.32464 -2.12145  0.00
H 1.39679 4.09666 -2.81489  0.00

Cartesian forces, eV/Å:
1.042 3.360 3.640
0.324 0.007 0.005
-0.390 0.212 -0.117
0.474 -0.046 0.152
0.006 -1.118 -1.350
0.085 -0.272 0.191
-0.063 0.132 -0.092
-0.115 0.122 0.031
0.017 -0.065 0.046
-0.009 -0.047 -0.070
0.023 0.021 0.107
0.091 0.112 -0.028
-0.121 0.037 0.054
0.048 -0.078 0.038
0.030 0.018 -0.014
0.026 0.002 -0.131
-0.290 0.190 0.178
0.513 0.140 -0.834
0.329 -0.579 -0.335
0.470 0.107 -0.320
-0.108 -0.036 -0.072
0.360 -0.183 -0.159
-0.399 0.184 0.334
-0.067 0.157 0.114
-0.004 -0.149 -0.427
-0.117 0.140 0.107
0.004 -0.046 0.014
-0.010 -0.063 -0.019
0.014 -0.009 0.062
-0.034 0.039 -0.008
-0.060 0.058 -0.028
-0.034 -0.015 0.040
-0.034 0.141 -0.039
0.023 0.007 0.013
-0.021 -0.005 0.016
0.029 0.015 -0.015
0.022 -0.042 0.031
0.027 0.000 0.000
0.003 0.019 0.002
0.001 -0.023 0.012
-0.020 0.028 0.001
-0.014 -0.003 0.019
-0.058 0.052 0.072
-0.010 0.112 0.268
0.029 0.016 0.007
-0.008 -0.004 -0.008
0.002 0.011 0.004
0.016 -0.006 0.034
-1.964 -0.401 -1.126
0.080 0.525 0.508
-0.245 -0.088 -0.193
-0.294 0.280 0.155
0.270 -0.099 0.035
-0.064 -0.017 0.015
0.154 -0.365 -0.288
-0.193 -0.048 -0.128
0.589 -0.144 0.202
-0.745 -1.228 -1.322
0.068 0.180 0.211
-0.037 -0.035 -0.062
0.098 0.034 0.048
0.055 0.037 0.012
0.096 -1.155 0.385
0.162 -0.069 -0.006
-0.110 -0.111 0.136
-0.145 0.130 -0.241
0.050 -0.066 0.081
0.002 0.019 0.057
0.020 -0.082 0.081
0.108 0.186 -0.192
0.012 -0.052 0.043
0.026 -0.015 0.022
0.003 -0.001 -0.004
-0.012 0.021 -0.012
0.025 -0.027 -0.018
-0.028 0.016 -0.007
0.004 -0.048 0.032
-0.005 -0.027 0.049

Computed properties:
net charge = +1
lowest unoccupied orbital energy (spin up / spin down) = -4.27 / -3.97 eV
ΔE to the lowest compared entry with this formula, charge and spin = 3.491 eV
Kohn-Sham gap (spin up / spin down) = 0.211 / 0.226 Ha
energy = -2889.24350 a.u.
HOMO energy (spin up / spin down) = -0.368 / -0.372 hartree
2S+1 = 2



Q: energy of number 2 (C36H29N5O5PSV)?
A: -3722.20200 a.u.



Q: Which value of energy does entry 2 give?
A: -3722.20200 a.u.



Q: Among the records above, which one has the lowest net charge?
A: C36H29F5LiN3SbSi